[1]
This record from OMol25 describes C36H32F2N3O3SiTa as an isolated structure. The level of theory is ωB97M-V/def2-TZVPD.

Last column: Mulliken charge in e.
Cartesian coordinates (Å):
Ta  0.297  0.789  0.255  1.40
C  -3.289  0.096  -1.774  -0.52
O  -4.204  -0.258  -0.737  -0.53
C  -3.747  -0.622  0.483  -0.11
C  -4.581  -1.433  1.230  -0.55
C  -4.268  -1.838  2.531  -0.84
C  -3.091  -1.426  3.102  -0.86
C  -2.212  -0.620  2.357  0.70
C  -1.030  -0.132  2.988  -0.39
N  -0.054  0.494  2.407  0.89
N  0.919  0.949  3.315  -1.20
C  1.786  1.622  2.645  0.42
O  1.643  1.770  1.339  -0.58
C  2.974  2.234  3.267  0.52
C  3.233  2.028  4.621  -0.43
C  4.341  2.613  5.206  -0.63
C  5.194  3.404  4.445  -0.40
C  4.939  3.603  3.097  -0.78
C  3.830  3.018  2.503  -0.31
C  -2.524  -0.202  1.052  0.70
O  -1.710  0.615  0.418  0.10
H  -3.886  0.107  -2.682  0.30
H  -2.842  1.073  -1.601  0.22
H  -2.503  -0.655  -1.863  0.24
H  -5.508  -1.743  0.764  0.47
H  -4.959  -2.466  3.076  0.40
H  -2.823  -1.712  4.111  0.45
H  -0.929  -0.266  4.062  0.49
H  2.561  1.410  5.201  0.42
H  4.543  2.452  6.257  0.39
H  6.059  3.866  4.906  0.39
H  5.604  4.216  2.503  0.40
H  3.622  3.164  1.452  0.49
C  -0.545  5.090  0.260  -1.00
C  -0.396  5.506  -1.059  -0.96
C  -0.231  4.570  -2.067  -0.55
C  -0.178  3.209  -1.756  1.02
C  -0.295  2.781  -0.445  0.37
C  -0.521  3.735  0.548  -0.30
C  -0.040  2.140  -2.770  0.78
C  0.040  2.488  -4.141  -1.50
C  0.088  1.517  -5.083  -1.15
C  0.029  0.168  -4.679  0.96
C  0.009  -0.876  -5.633  -0.87
C  -0.083  -2.177  -5.237  -0.79
C  -0.147  -2.466  -3.859  -0.51
C  -0.115  -1.473  -2.923  1.05
C  -0.031  -0.116  -3.298  -0.93
N  -0.036  0.886  -2.336  0.47
H  -0.682  5.815  1.052  0.45
H  -0.414  6.560  -1.304  0.40
H  -0.136  4.921  -3.086  0.44
H  -0.638  3.424  1.583  0.43
H  0.060  3.527  -4.426  0.42
H  0.153  1.760  -6.137  0.43
H  0.061  -0.614  -6.683  0.42
H  -0.107  -2.977  -5.965  0.40
H  -0.220  -3.496  -3.531  0.39
H  -0.148  -1.719  -1.878  -0.30
C  -1.757  -4.950  -0.361  -0.94
Si  -0.182  -4.404  0.476  -0.21
C  -0.231  -4.830  2.290  -0.98
C  1.309  -5.159  -0.349  -0.98
C  -0.067  -2.580  0.316  -0.38
C  0.003  -1.365  0.228  0.38
H  -1.891  -6.031  -0.282  0.37
H  -1.747  -4.686  -1.422  0.26
H  -2.621  -4.461  0.094  0.29
H  -0.317  -5.911  2.428  0.33
H  -1.085  -4.354  2.776  0.25
H  0.677  -4.493  2.795  0.32
H  1.280  -6.250  -0.292  0.34
H  2.229  -4.816  0.128  0.31
H  1.357  -4.873  -1.401  0.27
F  2.469  1.446  -1.185  -0.24
C  2.253  0.149  -0.644  -0.35
F  2.351  -0.719  -1.690  -0.24
H  3.105  -0.049  0.011  0.33

Values from the calculation:
- Lowest unoccupied orbital energy: -0.7 eV
- ΔE to the lowest compared entry with this formula, charge and spin: 23.22 kJ/mol
- Kohn-Sham gap: 0.27227 Eh
- M: 801.7 g mol⁻¹
- F_max: 0.762 eV/A

[2]
This record from OMol25 describes a 2-piece molecular cluster, CH4BF overall at a distorted geometry. The level of theory is ωB97M-V/def2-TZVPD.

Last column: Mulliken charge in e.
Cartesian coordinates (Å):
B  -0.580  0.355  -0.708  0.09
C  0.491  -0.365  0.145  -0.02
F  0.413  0.276  2.072  -0.55
H  -1.590  0.923  -0.302  0.02
H  -0.308  0.322  -1.782  0.00
H  1.530  -0.169  0.272  0.25
H  0.045  -1.342  0.303  0.21

Values from the calculation:
- Lowest unoccupied orbital energy: -1.0 eV
- ΔE to the lowest compared entry with this formula, charge and spin: 224.81 kJ/mol
- Kohn-Sham gap: 0.37992 Eh
- M: 45.9 g mol⁻¹
- F_max: 4.499 eV/A

[3]
This record from OMol25 describes C47H40N4OsP2Te as an isolated structure. The level of theory is ωB97M-V/def2-TZVPD.

Last column: Mulliken charge in e.
Cartesian coordinates (Å):
Os  0.787  0.570  -0.563  1.49
N  -2.310  -0.151  0.173  0.24
P  -1.283  1.206  0.130  0.24
C  -1.261  1.955  1.759  1.31
C  -2.348  1.796  2.623  -0.77
C  -2.445  2.590  3.758  -0.87
C  -1.472  3.548  4.023  -0.74
C  -0.380  3.694  3.176  -0.93
C  -0.268  2.893  2.051  -0.44
C  -2.151  2.392  -0.905  0.28
C  -3.378  2.138  -1.520  0.02
C  -4.030  3.157  -2.203  -1.06
C  -3.459  4.418  -2.288  -0.54
C  -2.220  4.667  -1.706  -0.89
C  -1.562  3.657  -1.024  -0.44
P  -1.988  -1.486  1.161  0.14
C  -3.522  -2.162  1.718  0.66
C  -4.223  -3.063  0.900  -0.43
C  -5.454  -3.526  1.329  -0.83
C  -5.960  -3.136  2.567  -0.56
C  -5.250  -2.261  3.384  -0.98
C  -4.024  -1.772  2.966  -0.32
C  -1.071  -2.666  0.220  0.74
C  -0.987  -3.969  0.728  -0.78
C  -0.294  -4.936  0.013  -0.92
C  0.353  -4.595  -1.168  -0.77
C  0.313  -3.283  -1.646  -0.81
C  -0.392  -2.319  -0.953  -0.93
H  -3.295  0.026  0.007  0.40
H  -3.134  1.082  2.404  0.68
H  -3.292  2.480  4.423  0.52
H  -1.571  4.191  4.889  0.49
H  0.381  4.432  3.395  0.54
H  0.589  3.005  1.395  0.43
H  -3.849  1.163  -1.481  0.49
H  -4.989  2.962  -2.666  0.48
H  -3.982  5.213  -2.804  0.46
H  -1.775  5.651  -1.775  0.48
H  -0.604  3.861  -0.556  0.43
H  -3.823  -3.376  -0.056  0.49
H  -6.017  -4.204  0.701  0.46
H  -6.909  -3.534  2.904  0.44
H  -5.643  -1.981  4.353  0.47
H  -3.456  -1.107  3.607  0.46
H  -1.477  -4.229  1.661  0.84
H  -0.259  -5.954  0.381  0.52
H  0.893  -5.353  -1.722  0.46
H  0.816  -3.029  -2.570  0.61
H  -0.490  -1.318  -1.360  0.85
C  -0.306  1.336  -4.797  -1.07
C  -0.333  1.387  -3.420  0.59
N  0.634  0.822  -2.672  -0.26
C  1.672  0.218  -3.302  -0.03
C  1.758  0.107  -4.678  0.03
C  0.726  0.667  -5.432  -0.23
C  2.821  -0.714  -5.334  -1.03
C  4.017  -0.381  -5.816  -0.73
C  4.656  0.948  -5.898  1.15
C  5.766  1.100  -6.742  -0.60
C  6.301  2.370  -6.815  -0.24
N  5.742  3.306  -6.086  -0.01
C  4.709  3.199  -5.268  -0.17
N  4.181  1.991  -5.201  -0.16
H  -1.104  1.792  -5.367  0.50
H  -1.143  1.864  -2.889  0.02
H  2.451  -0.209  -2.675  0.67
H  0.733  0.580  -6.513  0.60
H  2.528  -1.751  -5.481  0.52
H  4.600  -1.169  -6.281  0.37
H  6.182  0.284  -7.319  0.45
H  7.149  2.631  -7.448  0.45
H  4.334  4.040  -4.702  0.43
Te  2.247  -0.519  1.335  0.33
C  2.817  0.523  3.089  0.56
C  1.877  1.000  3.988  0.37
C  2.323  1.453  5.221  -1.04
C  3.679  1.438  5.528  -0.63
C  4.603  0.981  4.599  -0.63
C  4.178  0.517  3.361  -0.79
C  1.179  -2.056  2.311  1.01
C  1.691  -3.341  2.307  -0.68
C  1.076  -4.313  3.096  -0.59
C  -0.019  -3.990  3.885  -0.96
C  -0.534  -2.697  3.870  -0.66
C  0.067  -1.719  3.082  -0.57
H  0.825  1.035  3.750  0.39
H  1.604  1.814  5.947  0.47
H  4.017  1.793  6.492  0.44
H  5.659  0.970  4.837  0.41
H  4.902  0.157  2.641  0.45
H  2.562  -3.602  1.718  0.53
H  1.475  -5.320  3.106  0.52
H  -0.461  -4.742  4.527  0.47
H  -1.379  -2.436  4.497  0.53
H  -0.297  -0.699  3.116  0.68

Values from the calculation:
- Lowest unoccupied orbital energy (spin up / spin down): -10.9 / -13.3 eV
- ΔE to the lowest compared entry with this formula, charge and spin: 193.11 kJ/mol
- 2S+1: 5
- Total charge: +4
- Kohn-Sham gap (spin up / spin down): 0.24986 / 0.16343 Eh
- M: 1040.6 g mol⁻¹
- F_max: 0.585 eV/A

[4]
This record from OMol25 describes an isolated ion of composition C9H16NOS and charge +1 at a distorted geometry. The level of theory is ωB97M-V/def2-TZVPD.

Last column: Mulliken charge in e.
Cartesian coordinates (Å):
C  1.375  -1.779  0.529  -0.53
C  1.594  -0.408  0.367  0.39
C  -0.708  -0.452  0.062  -0.29
C  3.621  -0.186  -1.092  -1.16
C  -2.743  0.336  1.202  -1.65
C  -2.924  -1.209  -0.762  -2.04
C  0.358  1.731  0.127  -0.94
C  3.031  0.279  0.305  -0.74
C  -2.100  -0.055  -0.125  1.86
N  0.498  0.340  0.079  0.19
O  -1.977  0.995  -0.963  -0.57
S  -0.302  -2.109  0.476  -0.01
H  2.082  -2.462  0.917  0.51
H  2.903  0.228  -1.783  0.32
H  3.792  -1.266  -1.110  0.33
H  4.464  0.330  -1.273  0.46
H  -3.752  -0.068  1.320  0.42
H  -2.138  -0.083  2.012  0.34
H  -2.828  1.330  1.399  0.49
H  -3.160  -1.951  0.055  0.43
H  -2.302  -1.629  -1.536  0.49
H  -3.729  -0.761  -1.144  0.58
H  1.356  2.261  0.142  0.28
H  -0.328  2.044  -0.630  0.37
H  -0.131  1.989  1.029  0.39
H  3.099  1.364  0.622  0.39
H  3.809  -0.112  0.995  0.33
H  -2.861  1.305  -1.222  0.37

Values from the calculation:
- Lowest unoccupied orbital energy: -4.2 eV
- ΔE to the lowest compared entry with this formula, charge and spin: 41.64 kJ/mol
- Total charge: +1
- Kohn-Sham gap: 0.33336 Eh
- M: 186.3 g mol⁻¹
- F_max: 6.137 eV/A

Please write out number 4 again, unchanged.
This record from OMol25 describes an isolated ion of composition C9H16NOS and charge +1 at a distorted geometry. The level of theory is ωB97M-V/def2-TZVPD.

Last column: Mulliken charge in e.
Cartesian coordinates (Å):
C  1.375  -1.779  0.529  -0.53
C  1.594  -0.408  0.367  0.39
C  -0.708  -0.452  0.062  -0.29
C  3.621  -0.186  -1.092  -1.16
C  -2.743  0.336  1.202  -1.65
C  -2.924  -1.209  -0.762  -2.04
C  0.358  1.731  0.127  -0.94
C  3.031  0.279  0.305  -0.74
C  -2.100  -0.055  -0.125  1.86
N  0.498  0.340  0.079  0.19
O  -1.977  0.995  -0.963  -0.57
S  -0.302  -2.109  0.476  -0.01
H  2.082  -2.462  0.917  0.51
H  2.903  0.228  -1.783  0.32
H  3.792  -1.266  -1.110  0.33
H  4.464  0.330  -1.273  0.46
H  -3.752  -0.068  1.320  0.42
H  -2.138  -0.083  2.012  0.34
H  -2.828  1.330  1.399  0.49
H  -3.160  -1.951  0.055  0.43
H  -2.302  -1.629  -1.536  0.49
H  -3.729  -0.761  -1.144  0.58
H  1.356  2.261  0.142  0.28
H  -0.328  2.044  -0.630  0.37
H  -0.131  1.989  1.029  0.39
H  3.099  1.364  0.622  0.39
H  3.809  -0.112  0.995  0.33
H  -2.861  1.305  -1.222  0.37

Values from the calculation:
- Lowest unoccupied orbital energy: -4.2 eV
- ΔE to the lowest compared entry with this formula, charge and spin: 41.64 kJ/mol
- Total charge: +1
- Kohn-Sham gap: 0.33336 Eh
- M: 186.3 g mol⁻¹
- F_max: 6.137 eV/A